1.
A single C12H17F2N5 molecule at a distorted geometry. Source: the OMol25 dataset; level of theory: wB97M-V/def2-TZVPD.

Each line ends with the Löwdin charge.
Geometry (Å):
F 2.97404 3.16537 2.74202  0.06
F 1.04292 3.91704 3.36816  0.06
N 1.17389 1.60122 -2.51413  0.13
N 1.07237 2.22661 0.22830  0.13
C 0.53591 0.86791 -1.71960  -0.54
C 1.05793 2.29209 1.56455  -0.15
C -0.73245 -0.80213 3.92620  -0.08
C 0.62649 -0.52750 4.07192  -0.07
C -1.51892 -0.06966 3.01768  -0.08
C 1.18750 0.50061 3.30349  -0.02
C -0.96695 0.94404 2.27098  -0.05
C 0.41584 1.25708 2.39675  -0.19
N 0.57307 1.11493 -0.37449  0.03
N -1.38304 -2.57452 -1.56663  -0.04
N -0.18059 -0.17091 -2.21787  0.04
C 1.74154 3.48008 2.28020  -0.33
C -0.85084 -2.87365 -2.94601  -0.26
C -0.07055 -0.67708 -3.57760  -0.24
C -1.09031 -1.70968 -3.90384  -0.20
H 1.62966 2.33790 -1.99037  0.02
H -1.14916 -1.65279 4.46892  0.10
H 1.28006 -1.13229 4.69074  0.10
H -2.55897 -0.38076 2.84110  0.11
H 2.27811 0.57153 3.39456  0.12
H -1.56454 1.47007 1.53515  0.12
H 0.20309 0.39677 0.26211  0.14
H -1.24642 -3.40076 -0.99605  0.07
H -2.41492 -2.38433 -1.61541  0.10
H -0.55135 -0.81789 -1.50516  0.09
H 1.86144 4.25867 1.53535  0.14
H -1.34934 -3.79501 -3.29635  0.10
H 0.21227 -3.11060 -2.83646  0.11
H 0.91261 -1.14391 -3.73764  0.12
H -0.14139 0.14826 -4.28277  0.11
H -2.09692 -1.28548 -3.85631  0.11
H -0.91209 -2.04121 -4.96151  0.13

Values from the calculation:
* LUMO energy: 0.43 eV
* Kohn-Sham gap: 8.7 eV
* structure (SMILES): [H]/N=C(/NCCCN)N/N=C(\c1ccccc1)C(F)F
* E_HOMO: -8.283 eV

---

2.
2 unconnected molecules or ions with the total composition C3H12N2O at a distorted geometry. Source: the OMol25 dataset; level of theory: wB97M-V/def2-TZVPD.

Each line ends with the Löwdin charge.
Geometry (Å):
N 0.37312 1.15968 1.84842  -0.05
C 0.08828 -0.32758 1.79173  -0.27
C 0.62748 -0.74169 0.40690  -0.27
N -0.10849 -0.67282 -0.86799  -0.18
C 0.75857 -0.60070 -2.06222  -0.11
H -0.08684 1.52743 2.79376  0.11
H -0.23447 1.59602 1.11683  0.03
H -1.00328 -0.59950 1.82303  0.11
H 0.63058 -0.80645 2.62278  0.10
H 1.30161 -1.73301 0.50102  0.14
H 1.42943 0.00053 0.18949  0.10
H -0.83475 -1.37589 -0.83628  0.10
H 0.23964 -1.06486 -2.88046  0.06
H 1.59474 -1.26920 -1.95166  0.06
H 0.90455 0.50317 -2.34756  0.11
H -2.31866 2.08238 -1.07451  0.05
H -1.57564 0.70652 -0.66861  0.00
O -1.78587 1.61598 -0.40468  -0.09

Values from the calculation:
* LUMO energy: 0.94 eV
* Kohn-Sham gap: 9.9 eV
* structure (SMILES): CNCCN.O
* E_HOMO: -8.912 eV
* relative energy (zero: lowest compared OMol25 entry of this formula, charge and spin): 1.332 eV

---

3.
3 unconnected molecules or ions with the total composition C20H52Br2N7O2P2 at a distorted geometry. Source: the OMol25 dataset; level of theory: wB97M-V/def2-TZVPD.

Each line ends with the Löwdin charge.
Geometry (Å):
C 0.52511 -1.51324 -0.04083  -0.12
C 0.65879 -1.86108 -1.56898  -0.70
Br -0.49974 -0.69668 -2.70862  0.66
C 2.14300 -1.95527 -2.08809  -0.61
Br 2.17413 -2.03538 -4.08866  0.69
C 3.03691 -0.72257 -1.68416  -0.34
C 3.66893 -0.80028 -0.24466  -0.12
C 3.86693 0.59735 0.48894  -0.15
C 3.86180 1.88786 -0.44296  -0.14
C 3.43667 1.63483 -1.93407  -0.11
N 2.34875 0.59792 -1.91323  0.05
H 0.91663 -2.37864 0.56406  0.10
H -0.55386 -1.42448 0.23890  0.09
H 1.09262 -0.60373 0.27422  0.06
H 0.21698 -2.88652 -1.68342  0.10
H 2.60184 -2.90818 -1.72939  0.12
H 3.89870 -0.72654 -2.40259  0.13
H 3.13671 -1.48648 0.45624  0.11
H 4.69368 -1.24078 -0.37768  0.13
H 4.88356 0.55559 0.96590  0.12
H 3.15397 0.77188 1.33319  0.11
H 3.09710 2.59386 -0.01250  0.11
H 4.82448 2.45464 -0.43520  0.13
H 2.98047 2.59281 -2.31487  0.12
H 4.26814 1.39493 -2.63294  0.15
H 1.66455 0.76231 -1.16489  0.14
H 1.91325 0.62310 -2.84841  0.11
O 1.67656 5.08553 -2.53357  -0.33
P 0.25021 5.41650 -3.00451  0.75
N 0.37900 7.10662 -2.66989  -0.32
C -0.63170 8.00131 -2.13306  -0.12
C 1.34124 7.83227 -3.50267  -0.14
N -0.52000 4.59759 -1.68746  -0.33
C -1.49125 5.17960 -0.77811  -0.14
C 0.27711 3.62776 -0.95578  -0.16
N -1.34576 5.61066 -3.75109  -0.26
C -1.98379 4.30531 -4.08091  -0.13
C -1.31923 6.34367 -5.03964  -0.13
H -1.48021 8.17039 -2.80725  0.08
H -0.20434 8.98542 -1.91654  0.08
H -1.01604 7.66704 -1.17444  0.05
H 0.98180 7.96729 -4.53038  0.07
H 2.29097 7.29689 -3.55720  0.07
H 1.57296 8.81746 -3.09498  0.08
H -1.00805 5.79017 -0.00697  0.09
H -2.05724 4.39269 -0.26699  0.08
H -2.24359 5.77295 -1.29629  0.08
H 0.96106 4.12177 -0.25363  0.09
H 0.86236 3.00714 -1.63861  0.04
H -0.35488 2.94031 -0.38380  0.08
H -1.36492 3.72371 -4.77115  0.08
H -2.96326 4.46365 -4.53591  0.09
H -2.16484 3.69900 -3.19673  0.07
H -0.58607 5.91916 -5.73049  0.09
H -1.09213 7.40003 -4.90476  0.06
H -2.29918 6.32117 -5.51880  0.09
O -1.02005 -3.96074 2.23934  -0.34
P -1.66154 -4.74366 3.39580  0.75
N -0.25650 -5.70729 3.70125  -0.32
C -0.18602 -7.11070 4.06899  -0.13
C 0.90466 -4.97036 4.20132  -0.14
N -2.76462 -5.61023 2.38451  -0.34
C -2.89515 -7.05485 2.32631  -0.14
C -3.03144 -5.06693 1.05668  -0.15
N -2.50725 -5.40772 4.80530  -0.26
C -3.92913 -4.96837 4.87524  -0.13
C -1.92810 -4.98943 6.10437  -0.13
H -0.58891 -7.33081 5.06503  0.08
H 0.85108 -7.46205 4.06728  0.08
H -0.68095 -7.75423 3.34847  0.05
H 0.77901 -4.65499 5.24474  0.06
H 1.07975 -4.07034 3.60794  0.06
H 1.82171 -5.55913 4.13595  0.08
H -2.10692 -7.50769 1.71350  0.08
H -3.85687 -7.33469 1.88289  0.08
H -2.89925 -7.51383 3.31473  0.07
H -2.21534 -5.29507 0.35915  0.08
H -3.16910 -3.98681 1.09257  0.07
H -3.95545 -5.47938 0.64177  0.08
H -4.00599 -3.87824 4.92709  0.08
H -4.41786 -5.39720 5.75213  0.08
H -4.50846 -5.30727 4.02032  0.07
H -1.81114 -3.90404 6.16342  0.09
H -0.95805 -5.44969 6.28726  0.06
H -2.55900 -5.31454 6.93303  0.09

Values from the calculation:
* LUMO energy: -2.64 eV
* total charge: +1
* Kohn-Sham gap: 7.4 eV
* E_HOMO: -10.040 eV

---

4.
A single C29H34O15 molecule at a distorted geometry. Source: the OMol25 dataset; level of theory: wB97M-V/def2-TZVPD.

Each line ends with the Löwdin charge.
Geometry (Å):
C 5.39037 -1.88174 6.68257  -0.08
H 6.47327 -1.83007 6.78163  0.09
O 5.12387 -1.68028 5.31411  -0.07
C 3.84112 -1.70047 4.88534  -0.26
C 3.64629 -1.50198 3.51488  0.02
C 2.38126 -1.50655 2.98139  -0.01
C 1.25673 -1.70628 3.79170  -0.14
C 1.45832 -1.89736 5.15851  -0.01
C 2.72758 -1.89760 5.70117  -0.01
H 2.83872 -2.04538 6.76367  0.10
H 0.61697 -2.03112 5.81927  0.11
C -0.07965 -1.69105 3.20217  -0.17
C -1.21222 -2.10983 3.82735  0.08
C -2.50242 -2.04719 3.19772  -0.32
O -3.54130 -2.42397 3.75948  0.05
C -2.49377 -1.50447 1.84013  0.01
C -1.27497 -1.11739 1.27229  -0.16
C -1.23120 -0.60132 -0.01728  0.09
C -2.41181 -0.48781 -0.72365  -0.15
C -3.65599 -0.87281 -0.19108  -0.11
C -3.70236 -1.37674 1.11429  -0.16
O -4.85635 -1.75086 1.67971  0.07
H -4.63249 -2.09303 2.59671  0.09
O -4.70028 -0.70177 -1.05664  -0.08
C -5.98414 -1.19876 -0.73097  -0.05
H -5.96111 -2.27473 -0.55094  0.10
H -6.40013 -0.69504 0.14190  0.10
H -6.59786 -0.98771 -1.60578  0.10
O -2.45777 0.02214 -1.99896  0.01
C -1.57373 -0.51016 -2.96196  -0.27
O -0.51422 0.33916 -3.25043  -0.02
C -0.85991 1.65147 -3.70919  -0.20
C -0.70239 2.71094 -2.60157  -0.09
O 0.57032 3.33620 -2.56804  -0.04
C 1.57479 2.76011 -1.79031  -0.32
O 1.09559 2.36811 -0.53458  -0.02
C 2.14927 2.00999 0.34490  -0.31
C 1.55692 1.77008 1.72393  0.01
H 0.76371 1.03333 1.65638  0.07
H 1.14396 2.69487 2.11533  0.09
H 2.33215 1.40152 2.38940  0.08
C 2.87837 0.75964 -0.19405  -0.28
O 3.93452 0.37047 0.63885  0.00
H 4.66071 0.98713 0.47338  0.11
H 2.17410 -0.07845 -0.22593  0.16
C 3.39533 1.04775 -1.61250  -0.26
C 2.26667 1.58010 -2.50184  -0.24
O 2.84154 2.02733 -3.71122  0.01
H 2.20798 2.62813 -4.12495  0.10
H 1.53337 0.78555 -2.68680  0.15
O 4.43229 1.99828 -1.50184  0.00
H 4.59226 2.32730 -2.39661  0.11
H 3.79710 0.12186 -2.05450  0.16
H 2.88120 2.83331 0.38815  0.16
H 2.32116 3.56988 -1.67430  0.18
H -0.93660 2.27471 -1.62821  0.14
H -1.39351 3.52740 -2.82174  0.14
C -2.27296 1.68684 -4.29950  -0.29
O -2.39738 2.83082 -5.10154  0.01
H -3.09887 2.64379 -5.74237  0.10
C -2.48720 0.41425 -5.13771  -0.26
O -3.71172 0.48230 -5.81491  0.00
H -4.32187 -0.10706 -5.33728  0.10
C -2.42852 -0.83262 -4.21750  -0.21
O -3.72042 -1.24060 -3.86555  0.00
H -3.96130 -0.82343 -3.01555  0.09
H -1.97071 -1.66425 -4.76337  0.16
H -1.69057 0.36375 -5.89125  0.17
H -3.01888 1.71593 -3.48898  0.17
H -0.15584 1.88227 -4.51805  0.17
H -1.10582 -1.42619 -2.57612  0.18
H -0.29871 -0.27862 -0.45044  0.12
O -0.10252 -1.21436 1.94196  0.08
H -1.18026 -2.51382 4.82401  0.12
H 2.26205 -1.35187 1.92260  0.11
H 4.50305 -1.33657 2.88275  0.12
H 4.93360 -1.10178 7.29960  0.10
H 5.04321 -2.86362 7.01877  0.10

Values from the calculation:
* LUMO energy: -0.24 eV
* Kohn-Sham gap: 8.1 eV
* structure (SMILES): COc1ccc(-c2cc(=O)c3c(O)c(OC)c(O[C@@H]4O[C@H](CO[C@H]5O[C@@H](C)[C@H](O)[C@H](O)[C@@H]5O)[C@@H](O)[C@H](O)[C@@H]4O)cc3o2)cc1
* E_HOMO: -8.365 eV

---

5.
A molecular structure, C21H31MnNO3Si2. Source: the OMol25 dataset; level of theory: wB97M-V/def2-TZVPD.

Each line ends with the Löwdin charge.
Geometry (Å):
Mn 0.30794 0.29911 -0.19829  0.92
C 1.53732 2.82995 2.26665  -0.15
Si 1.11834 3.14417 0.48412  0.50
C 2.37677 2.44049 -0.72899  -0.14
C 0.84563 4.94974 0.12233  -0.13
C -0.47149 2.15360 0.01652  -0.27
C -0.67581 2.06672 -1.47325  -0.35
C -1.10666 3.06590 -2.32514  0.02
C -1.18784 2.77176 -3.68039  0.02
C -0.82805 1.51588 -4.15609  0.00
C -0.40236 0.56186 -3.25773  -0.04
N -0.36066 0.83800 -1.94817  0.02
Si -2.09894 2.11460 1.07604  0.51
C -1.72569 1.37969 2.74864  -0.14
C -3.38737 1.17628 0.11123  -0.15
C -2.55620 3.92182 1.20948  -0.14
H 2.54054 3.21519 2.46617  0.05
H 1.53156 1.77263 2.53461  0.03
H 0.85270 3.35860 2.93233  0.04
H 3.36736 2.80375 -0.44136  0.06
H 2.17813 2.79806 -1.74172  0.05
H 2.49038 1.35122 -0.77913  0.02
H 1.78733 5.46855 0.32492  0.06
H 0.08189 5.39441 0.75962  0.04
H 0.59337 5.14424 -0.92086  0.04
H -1.36956 4.04073 -1.93968  0.13
H -1.52367 3.53294 -4.37282  0.14
H -0.87456 1.28164 -5.20937  0.13
H -0.10867 -0.43389 -3.55948  0.14
H -1.23748 0.40460 2.69450  0.03
H -2.66532 1.24143 3.28924  0.06
H -1.09778 2.03646 3.35097  0.04
H -3.09020 0.15780 -0.13961  0.02
H -3.65079 1.69330 -0.81401  0.05
H -4.29916 1.11439 0.71078  0.06
H -1.84404 4.49103 1.80784  0.04
H -3.52662 3.98181 1.71097  0.06
H -2.66726 4.40677 0.23838  0.04
C 5.49850 -2.73195 2.79092  -0.01
O 4.31622 -3.53778 2.92733  -0.01
C 3.17018 -3.10957 2.45122  -0.24
C 2.06768 -3.97657 2.64098  0.05
C 0.84081 -3.62366 2.17951  0.03
C 0.62731 -2.39649 1.49613  -0.09
C -0.65853 -2.03971 1.03412  -0.28
C -1.87329 -2.86039 1.30465  0.04
O -0.86296 -0.97945 0.34168  -0.07
C 1.74811 -1.54184 1.32368  -0.23
O 1.62811 -0.32286 0.74694  -0.12
C 2.99914 -1.88686 1.78940  0.09
H 6.29030 -3.30007 3.26475  0.11
H 5.36817 -1.77961 3.30435  0.11
H 5.73247 -2.57898 1.73766  0.11
H 2.23830 -4.91265 3.15382  0.14
H 0.00979 -4.29913 2.32600  0.13
H -1.96401 -3.08707 2.36617  0.11
H -1.80253 -3.80846 0.76679  0.12
H -2.75750 -2.32862 0.96486  0.10
H 3.81775 -1.19982 1.63705  0.13

Values from the calculation:
* LUMO energy (alpha / beta): -9.01 / -7.54 eV
* total charge: +2
* spin multiplicity: 2
* <S²>: 1.16
* Kohn-Sham gap (alpha / beta): 5.8 / 7.3 eV
* E_HOMO (alpha / beta): -14.793 / -14.811 eV

---

6.
A single C3H7N5O4S molecule at a distorted geometry. Source: the OMol25 dataset; level of theory: wB97M-V/def2-TZVPD.

Each line ends with the Löwdin charge.
Geometry (Å):
C 1.11207 -0.61096 2.15304  -0.38
C 0.58152 0.82058 2.64397  -0.35
C -0.34288 1.03811 0.45263  -0.58
N -0.33343 2.15733 -0.48012  0.08
N 0.91641 -2.00872 0.11570  0.16
N 1.01813 -0.83097 0.88345  -0.16
N 0.77815 0.20914 0.01056  -0.47
N -1.63832 0.39534 0.21355  0.00
O 0.80837 1.25889 3.72879  0.17
O 1.34193 -1.43016 3.00649  0.11
O -0.05747 1.56303 1.73799  0.10
O -1.72946 -0.94800 0.66545  -0.07
S 2.02418 0.71128 -0.94560  0.86
H 0.25465 2.96664 -0.14116  0.12
H -1.23497 2.44166 -0.71546  0.06
H 1.56077 -1.85470 -0.57167  0.02
H 1.05199 -2.83459 0.65347  0.10
H -2.26618 1.00122 0.85457  0.17
H -1.47060 -1.53031 -0.11831  0.12
H 1.55574 0.01222 -2.05514  -0.09

Values from the calculation:
* LUMO energy: 0.32 eV
* Kohn-Sham gap: 9.7 eV
* structure (SMILES): NN1C(=O)C(=O)O[C@](N)(NO)N1S
* E_HOMO: -9.423 eV
* relative energy (zero: lowest compared OMol25 entry of this formula, charge and spin): 4.748 eV

---

Number 1: total energy -940.92893 a.u., M 269.3 g mol⁻¹. Number 2: total energy -306.19498 a.u., M 92.1 g mol⁻¹. Number 3: total energy -7157.37813 a.u., M 644.4 g mol⁻¹. Number 4: total energy -2254.05870 a.u., M 622.6 g mol⁻¹. Number 5: total energy -2828.71884 a.u., M 456.6 g mol⁻¹. Number 6: total energy -1091.29137 a.u., M 209.2 g mol⁻¹.